{
  "formula": "C34H58O18PbPdS7",
  "method": "the ωB97M-V functional and the def2-TZVPD basis",
  "energy_ha": -5791.9172,
  "charge": 2,
  "homo_lumo_gap_ev": [7.1387, 5.1264],
  "lumo_energy_ev": [-6.94, -8.96],
  "e_homo_ev": [-14.08, -14.08],
  "spin_multiplicity": 3,
  "symbols": ["Pd", "Pb", "C", "C", "C", "O", "C", "C", "C", "O", "O", "O", "H", "H", "C", "C", "C", "S", "O", "O", "C", "H", "H", "H", "H", "H", "H", "H", "H", "C", "C", "C", "S", "O", "O", "C", "H", "H", "H", "H", "H", "H", "H", "H", "C", "C", "C", "S", "O", "O", "C", "H", "H", "H", "H", "H", "H", "H", "H", "C", "C", "C", "S", "O", "O", "C", "H", "H", "H", "H", "H", "H", "H", "H", "C", "C", "C", "S", "O", "O", "C", "H", "H", "H", "H", "H", "H", "H", "H", "C", "C", "C", "S", "O", "O", "C", "H", "H", "H", "H", "H", "H", "H", "H", "C", "C", "C", "S", "O", "O", "C", "H", "H", "H", "H", "H", "H", "H", "H"],
  "coordinates": [[-1.09, 4.84, -2.35], [0.58, -3.51, -0.28], [-0.92, 1.03, 0.11], [-0.18, -0.21, -0.03], [0.75, -0.34, -1.34], [1.41, -1.39, -1.49], [0.93, 0.80, -2.16], [0.39, 2.00, -1.83], [-0.63, 2.08, -0.73], [-1.35, 3.16, -0.50], [0.52, 2.98, -2.67], [-0.18, -1.19, 0.69], [-1.59, 1.20, 0.94], [1.60, 0.63, -2.98], [-0.54, 6.29, 2.29], [-0.49, 7.75, 1.88], [-0.05, 7.79, 0.42], [1.01, 6.35, 0.11], [2.42, 6.81, 0.10], [0.41, 5.59, -0.96], [0.63, 5.44, 1.71], [-1.52, 5.93, 1.97], [-0.45, 6.33, 3.37], [0.31, 8.30, 2.37], [-1.45, 8.25, 2.01], [0.35, 8.70, -0.03], [-0.96, 7.56, -0.15], [1.41, 5.50, 2.46], [0.34, 4.43, 1.40], [-5.11, -2.89, 2.26], [-4.39, -1.51, 1.88], [-2.98, -1.70, 2.47], [-2.43, -3.54, 2.32], [-1.92, -3.98, 3.56], [-1.65, -3.74, 1.09], [-4.22, -4.12, 2.07], [-6.06, -2.96, 1.73], [-5.51, -2.91, 3.27], [-4.78, -0.53, 2.19], [-4.31, -1.54, 0.79], [-2.94, -1.63, 3.56], [-2.28, -1.01, 2.00], [-4.38, -4.95, 2.77], [-4.24, -4.38, 1.01], [3.25, 0.01, -4.99], [2.63, -1.36, -5.13], [2.40, -1.60, -6.69], [1.78, 0.03, -7.26], [0.35, 0.03, -7.48], [2.67, 0.39, -8.33], [2.20, 0.93, -5.74], [4.17, 0.04, -5.58], [3.36, 0.31, -3.95], [1.76, -1.42, -4.48], [3.32, -2.09, -4.69], [1.64, -2.28, -7.10], [3.33, -1.89, -7.18], [1.21, 1.02, -5.30], [2.58, 1.85, -6.17], [-1.99, -0.44, -4.15], [-1.06, -1.58, -4.57], [-1.89, -2.90, -4.31], [-2.50, -2.72, -2.62], [-1.37, -2.98, -1.69], [-3.83, -3.31, -2.36], [-2.67, -0.85, -2.79], [-2.62, -0.20, -5.01], [-1.47, 0.51, -3.98], [-0.26, -1.49, -3.84], [-0.62, -1.64, -5.57], [-1.37, -3.85, -4.42], [-2.77, -2.81, -4.94], [-2.31, -0.38, -1.88], [-3.75, -0.70, -2.83], [6.11, -3.85, -2.02], [5.78, -2.38, -2.44], [4.43, -2.05, -1.79], [4.49, -2.69, -0.07], [3.13, -3.09, 0.33], [5.39, -1.94, 0.83], [5.43, -4.19, -0.68], [7.19, -4.00, -2.04], [5.68, -4.48, -2.80], [5.69, -2.34, -3.52], [6.57, -1.73, -2.05], [3.61, -2.61, -2.23], [4.17, -1.00, -1.68], [4.61, -4.86, -0.94], [5.95, -4.72, 0.13], [1.01, -0.34, 4.59], [2.01, 0.19, 3.52], [2.62, -1.02, 2.80], [1.72, -2.61, 3.36], [2.59, -3.24, 4.36], [1.06, -3.43, 2.32], [0.40, -1.68, 4.26], [0.26, 0.42, 4.81], [1.51, -0.53, 5.54], [2.83, 0.83, 3.85], [1.50, 0.83, 2.80], [3.67, -1.20, 3.01], [2.48, -0.95, 1.72], [-0.10, -2.29, 5.01], [-0.35, -1.63, 3.48], [-3.49, 1.93, 3.68], [-4.64, 2.08, 4.75], [-4.44, 0.78, 5.61], [-2.54, 0.72, 5.91], [-2.05, -0.66, 5.68], [-2.28, 1.48, 7.10], [-2.26, 1.80, 4.48], [-3.46, 2.90, 3.18], [-3.68, 1.21, 2.88], [-5.57, 2.10, 4.19], [-4.56, 2.95, 5.40], [-4.79, -0.07, 5.03], [-4.91, 0.70, 6.58], [-1.35, 1.52, 3.95], [-2.03, 2.80, 4.82]]
}